28
Properties=species:S:1:pos:R:3:lowdin_charge:R:1 method="wB97M-V/def2-TZVPD" homo_lumo_gap_ev=7.79 max_force_ev_per_a=3.0 total_charge=+2 spin_multiplicity=1
Ti 0.62633 0.50668 0.42602 0.998
Si -0.85457 -2.27487 0.26925 0.633
Si -1.35474 -0.56787 2.51525 0.447
O -1.32017 -2.04319 1.85136 -0.339
N -0.62860 -0.39703 4.02748 -0.024
C 2.60949 1.01581 -1.00708 -0.033
C -0.10605 1.70630 -1.14171 -0.099
C -0.60032 -0.66256 -2.07554 -0.173
C -1.64813 -1.15120 -1.04116 -0.258
C 2.15581 2.26500 -0.53256 -0.037
C 0.33526 0.41621 -1.58879 -0.355
C 0.82337 2.62435 -0.66423 -0.053
C 1.72002 0.13552 -1.57251 -0.057
H -0.63221 0.27226 1.44618 -0.077
H 2.04022 -0.81864 -1.96182 0.153
H -0.11002 -1.20541 4.35835 0.072
H -1.15508 1.95752 -1.21082 0.158
H 2.86265 2.96377 -0.11096 0.147
H 0.02410 -1.51298 -2.33856 0.120
H -1.04269 -3.68563 -0.04784 0.029
H 0.47141 3.59954 -0.36082 0.155
H 3.65571 0.76241 -0.92627 0.151
H -2.68967 0.02008 2.46503 0.033
H -0.08206 0.42644 4.24141 0.058
H -2.33175 -1.78397 -1.60646 0.099
H -1.12631 -0.32839 -2.96659 0.145
H -2.26803 -0.34898 -0.63640 0.086
H 0.62605 -1.89120 0.18981 0.024